1.
{
  "formula": "C4H4N2",
  "method": "ωB97M-V/def2-TZVPD",
  "e_above_lowest_kj_mol": 240.0,
  "e_tot_ha": -264.2350,
  "charge": 0,
  "homo_lumo_gap_ev": 10.706,
  "smiles": "C=NC(=C)C#N",
  "elements": ["N", "N", "C", "C", "C", "C", "H", "H", "H", "H"],
  "positions_angstrom": [[-2.8237, 1.0956, 0.2326], [0.6399, 0.8973, -0.7896], [-1.8441, 0.5496, 0.0107], [-0.4684, -1.3012, 0.1250], [1.6495, 0.8590, -0.0654], [-0.5105, 0.0199, -0.1182], [1.7569, 0.4061, 0.9521], [-1.3448, -1.9148, 0.3233], [2.5076, 1.1887, -0.7003], [0.4378, -1.8001, 0.0298]]
}

=====

2.
{
  "formula": "C4H4N2",
  "method": "ωB97M-V/def2-TZVPD",
  "e_above_lowest_kj_mol": 359.3,
  "e_tot_ha": -264.1896,
  "charge": 0,
  "homo_lumo_gap_ev": 10.758,
  "smiles": "N1=N[C@H]2[C@H]3[C@@H]1[C@@H]23",
  "elements": ["N", "N", "C", "C", "C", "C", "H", "H", "H", "H"],
  "positions_angstrom": [[-0.5039, 1.6750, -0.2426], [0.5470, 1.6060, 0.4220], [-0.3810, -0.6344, 0.5546], [0.9078, 0.2368, 0.5802], [0.4136, -0.5607, -0.6043], [-0.8766, 0.2932, -0.5571], [-1.7522, 0.0127, -1.2121], [0.7454, -1.1924, -1.3171], [1.6675, -0.1367, 1.1676], [-0.7675, -1.2997, 1.2088]]
}

=====

3.
{
  "formula": "C4H4N2",
  "method": "ωB97M-V/def2-TZVPD",
  "e_above_lowest_kj_mol": 709.1,
  "e_tot_ha": -264.0563,
  "charge": 0,
  "homo_lumo_gap_ev": [7.569, 7.893],
  "elements": ["N", "N", "C", "C", "C", "C", "H", "H", "H", "H"],
  "positions_angstrom": [[-0.1902, -0.7482, 0.0481], [-2.8985, -0.7842, 0.0037], [1.1757, -1.1951, 0.0144], [-0.8499, 0.3561, -0.0930], [-0.0072, -2.0728, -0.0189], [-2.3047, 0.2790, 0.0085], [-0.4570, 1.2270, 0.2253], [1.8152, -1.0004, -0.8166], [-2.7250, 1.2048, 0.2536], [1.8945, -1.2493, 0.7827]]
}

=====

4.
{
  "formula": "C4H4N2",
  "method": "ωB97M-V/def2-TZVPD",
  "e_above_lowest_kj_mol": 612.8,
  "e_tot_ha": -264.0930,
  "charge": 0,
  "homo_lumo_gap_ev": [7.164, 7.162],
  "elements": ["N", "N", "C", "C", "C", "C", "H", "H", "H", "H"],
  "positions_angstrom": [[-0.0089, -0.2100, -0.0668], [1.0950, -1.4003, 1.6307], [1.1471, 0.4139, 0.0767], [1.7598, -0.3765, 1.1167], [0.0501, -1.2353, 0.8571], [-1.1899, 0.2473, -0.7379], [1.4167, 1.4057, -0.0635], [-1.6806, -0.4661, -1.3303], [-1.8953, 0.6697, 0.0483], [-0.6940, 0.9515, -1.5310]]
}

=====

5.
{
  "formula": "C4H4N2O",
  "method": "ωB97M-V/def2-TZVPD",
  "e_above_lowest_kj_mol": 300.4,
  "e_tot_ha": -339.4672,
  "charge": 0,
  "homo_lumo_gap_ev": 8.963,
  "smiles": "N#C/C(N)=C/C=O",
  "elements": ["O", "N", "N", "C", "C", "C", "C", "H", "H", "H", "H"],
  "positions_angstrom": [[0.6568, -2.4267, 0.1294], [-0.8482, -0.1587, 0.9991], [-1.3400, 2.8698, -0.1128], [0.0116, 0.4343, 0.1746], [1.0805, -1.6255, -0.6368], [0.9964, -0.1518, -0.5629], [-0.5759, 1.8350, -0.2070], [-1.1736, 0.4584, 1.7841], [1.7349, -2.0565, -1.3529], [1.3147, 0.3459, -1.4952], [-0.8887, -1.2631, 1.2174]]
}

=====

6.
{
  "formula": "C4H4N2O",
  "method": "ωB97M-V/def2-TZVPD",
  "e_above_lowest_kj_mol": 90.4,
  "e_tot_ha": -339.5472,
  "charge": 0,
  "homo_lumo_gap_ev": 9.876,
  "smiles": "O=Cc1cnc[nH]1",
  "elements": ["O", "N", "N", "C", "C", "C", "C", "H", "H", "H", "H"],
  "positions_angstrom": [[-0.7036, 1.3920, 2.3259], [-0.9450, -0.7177, -0.1434], [0.9872, -0.8212, -1.2546], [0.8556, 0.3845, -0.6660], [-0.1196, -1.4567, -0.9223], [-0.2862, 0.4790, 0.0957], [-0.0783, 1.2948, 1.2915], [-1.8495, -1.0163, 0.1968], [0.9405, 1.7180, 1.1579], [-0.3423, -2.4627, -1.2412], [1.5411, 1.2064, -0.8402]]
}

=====

7.
{
  "formula": "C4H4N2O",
  "method": "ωB97M-V/def2-TZVPD",
  "e_above_lowest_kj_mol": 117.5,
  "e_tot_ha": -339.5369,
  "charge": 0,
  "homo_lumo_gap_ev": 9.690,
  "smiles": "O=c1ccnc[nH]1",
  "elements": ["O", "N", "N", "C", "C", "C", "C", "H", "H", "H", "H"],
  "positions_angstrom": [[1.0418, 1.6935, -1.5364], [-0.7927, -1.2347, 0.6193], [1.0685, -0.4723, -0.6782], [0.5612, 0.8882, -0.7748], [-1.1139, 0.1076, 0.8091], [0.2220, -1.4413, -0.1304], [-0.5481, 1.1335, 0.1439], [0.5765, -2.4524, -0.3279], [-0.8757, 2.1588, 0.2745], [-1.9045, 0.2733, 1.5347], [1.7650, -0.6542, 0.0660]]
}

=====

8.
{
  "formula": "C4H4N2O",
  "method": "ωB97M-V/def2-TZVPD",
  "e_above_lowest_kj_mol": 523.4,
  "e_tot_ha": -339.3823,
  "charge": 0,
  "homo_lumo_gap_ev": 9.548,
  "smiles": "COC1=CN1C#N",
  "elements": ["O", "N", "N", "C", "C", "C", "C", "H", "H", "H", "H"],
  "positions_angstrom": [[0.4815, 0.6210, 0.9680], [-3.1469, 0.6386, -0.5782], [-1.4937, -0.8048, 0.6087], [-2.4029, -0.0553, -0.0385], [-0.2764, -1.5976, -0.0503], [-0.1622, -0.4466, 0.5780], [1.5835, 0.8217, 0.0219], [1.6557, 0.0343, -0.6005], [2.4555, 0.8697, 0.6811], [1.5282, 1.7835, -0.4963], [-0.2223, -1.8645, -1.0939]]
}

=====

9.
{
  "formula": "C4H4N2O",
  "method": "ωB97M-V/def2-TZVPD",
  "e_above_lowest_kj_mol": 277.9,
  "e_tot_ha": -339.4758,
  "charge": 0,
  "homo_lumo_gap_ev": 9.831,
  "smiles": "[H]/N=C\\N=C/C=C=O",
  "elements": ["O", "N", "N", "C", "C", "C", "C", "H", "H", "H", "H"],
  "positions_angstrom": [[2.6329, 0.5137, 0.0940], [-1.0760, 0.3394, -0.4811], [0.5208, 1.9252, 0.2113], [0.7995, -1.1261, 0.0175], [-0.3021, 1.4242, -0.5890], [-0.5475, -0.7289, -0.0596], [1.7147, -0.1742, 0.0514], [0.9173, -2.1420, 0.0137], [-0.2217, 1.7328, -1.6313], [-1.2814, -1.6002, -0.0811], [0.5336, 1.4918, 1.0605]]
}

=====

10.
{
  "formula": "C4H4N2O",
  "method": "ωB97M-V/def2-TZVPD",
  "e_above_lowest_kj_mol": 360.9,
  "e_tot_ha": -339.4442,
  "charge": 0,
  "homo_lumo_gap_ev": 8.959,
  "smiles": "C1=CN=CON=C1",
  "elements": ["O", "N", "N", "C", "C", "C", "C", "H", "H", "H", "H"],
  "positions_angstrom": [[-0.3318, 0.8655, 1.1612], [-0.2498, 0.9141, -1.2059], [0.6347, -0.2006, 1.4265], [-0.4550, -0.4015, -1.4680], [0.6035, -1.2262, 0.6237], [-0.1430, -1.3419, -0.5609], [-0.0508, 1.4078, -0.0571], [0.3241, 2.4851, 0.0688], [1.3156, -2.0656, 0.9121], [-1.0043, -0.5332, -2.4247], [-0.4040, -2.4342, -0.6157]]
}

=====

11.
{
  "formula": "C4H4N2O",
  "method": "ωB97M-V/def2-TZVPD",
  "e_above_lowest_kj_mol": 265.6,
  "e_tot_ha": -339.4805,
  "charge": 0,
  "homo_lumo_gap_ev": 10.238,
  "smiles": "N#CN=C=O.C=C",
  "elements": ["O", "N", "N", "C", "C", "C", "C", "H", "H", "H", "H"],
  "positions_angstrom": [[2.2481, -3.1122, 0.1272], [1.8174, -1.0596, 1.1107], [1.7382, 0.1839, 3.1971], [1.9955, -2.1426, 0.6526], [0.2292, 0.3357, 0.1224], [-1.0442, 0.1556, 0.4523], [1.8774, -0.4642, 2.2469], [-1.5772, 0.6989, 1.2298], [0.7491, 1.1403, 0.5715], [0.6202, -0.2225, -0.7792], [-1.7088, -0.3807, -0.2691]]
}

=====

12.
{
  "formula": "C4H4N2O",
  "method": "ωB97M-V/def2-TZVPD",
  "e_above_lowest_kj_mol": 442.6,
  "e_tot_ha": -339.4131,
  "charge": 0,
  "homo_lumo_gap_ev": [8.379, 8.379],
  "smiles": "N=C=C/C=C\\N=O",
  "elements": ["O", "N", "N", "C", "C", "C", "C", "H", "H", "H", "H"],
  "positions_angstrom": [[-0.1018, 2.1615, -0.7879], [2.4640, 0.0630, -0.3371], [-0.5287, 1.7441, 0.2616], [-1.0763, -0.6403, 0.0399], [1.4107, -0.5043, -0.1056], [0.2822, -1.1874, 0.0135], [-1.4560, 0.6353, 0.1141], [2.9707, 0.4337, 0.4663], [0.3969, -2.2618, 0.1203], [-1.8663, -1.3876, 0.0223], [-2.4955, 0.9438, 0.1928]]
}

=====

Which formula does entry 11 have?
C4H4N2O

=====

Number 1 is which compound?
C4H4N2